Here is C13H7F5N2O2OsS5Se as an isolated structure in a non-equilibrium geometry from the Open Molecules 2025 dataset. Energies are from ωB97M-V with the def2-TZVPD basis set.

Atoms and positions in Å:
Os -0.4466 0.3993 -1.0194
S -6.9393 -1.5298 0.5754
C -5.5035 -0.7126 0.6599
S -4.0941 -1.4009 1.4730
C -2.9428 -0.3808 0.7007
C -3.4515 0.7039 -0.0729
S -2.4427 1.6643 -1.0657
S -5.1553 0.9053 0.0736
S -1.2386 -0.6761 0.6984
C 2.5766 -2.4869 -2.1304
C 1.3452 -1.6709 -2.1216
N 1.2713 -0.5584 -1.3574
O 2.5264 -0.2811 -0.7736
C 0.0945 -1.8868 -2.7267
C -0.1779 -2.7568 -3.8816
N -0.8437 -0.9332 -2.4348
O -1.8966 -0.8792 -3.1160
H 3.1451 -2.4886 -1.1621
H 3.2706 -2.0648 -2.8982
H 2.4022 -3.5310 -2.5112
H 2.3442 0.5713 -0.2858
H 0.6249 -3.5587 -4.0079
H -0.1942 -2.1320 -4.8420
H -1.1337 -3.2345 -3.7930
F 2.0704 2.5603 5.6950
C 1.7268 2.4288 4.4016
C 0.5067 2.9830 3.9678
F -0.3645 3.4611 4.8354
C 0.2575 2.9833 2.5843
F -0.9144 3.4614 2.1198
C 1.0819 2.3148 1.6399
Se 0.7401 2.5144 -0.2152
C 2.2565 1.8269 2.1797
F 3.1071 1.1887 1.3296
C 2.6211 1.8597 3.5080
F 3.7701 1.3368 3.9733

Force components x, y, z for each atom (eV/Å):
Os 1.0 2.8 -1.4
S 1.1 1.0 0.2
C -0.7 -0.6 0.4
S -0.3 -0.1 -0.3
C -0.1 2.0 -1.6
C 1.0 -2.0 1.5
S -0.1 -0.2 -0.1
S -0.8 -0.2 -0.6
S -0.8 -1.6 2.4
C 1.3 -0.9 -1.1
C -1.6 0.7 1.1
N 2.4 -0.4 0.6
O -1.8 0.7 0.0
C 0.8 0.2 -0.7
C 1.5 -0.7 -1.5
N -0.6 -0.2 -0.7
O -0.1 -0.4 0.0
H -0.9 0.0 -0.9
H -0.3 -0.1 0.6
H -0.1 1.0 0.7
H 0.4 -0.7 -0.5
H -1.1 1.1 0.2
H 0.0 -0.8 1.3
H -0.5 -0.2 0.0
F -0.2 -0.3 -0.5
C -0.3 0.9 0.4
C 1.0 -0.6 -1.4
F -0.1 0.3 0.2
C -0.5 -1.1 -0.3
F 0.4 0.1 0.6
C -0.4 1.5 2.0
Se 0.2 -0.8 -0.3
C 0.6 -1.0 -1.2
F 0.1 0.3 0.5
C -0.3 0.0 0.8
F -0.5 0.3 -0.5

Output
LUMO (alpha / beta), hartree: -0.030 / -0.112
Spin multiplicity: 5
Energy, a.u.: -5741.73635
Frontier orbital gap (alpha / beta), eV: 6.581 / 4.845
ΔE to the lowest compared entry with this formula, charge and spin, kcal/mol: 0.0
M, u: 747.73

Results of the Löwdin charge analysis, in e, for atoms 1 through 6: 0.85, 0.59, -1.43, 0.90, -1.08, -1.10